ORCA calculation (the ωB97M-V functional and the def2-TZVPD basis) on 2 unconnected molecules or ions with the total composition C5H8S.

XYZ file:
```
14
Properties=species:S:1:pos:R:3:forces:R:3:mulliken_charge:R:1
C 4.9553 -0.8455 0.1484 0.5 -0.3 -0.1 -0.425
C 3.9708 -0.0168 0.0352 -0.7 0.5 0.0 0.230
S 2.7650 0.9615 -0.0895 0.2 -0.1 0.0 -0.304
H 5.2457 -1.2491 1.0986 0.0 -0.1 0.4 0.249
H 5.5284 -1.1555 -0.7060 0.1 0.0 -0.3 0.246
C -1.4692 -0.6170 -0.3237 0.2 0.0 0.0 -0.738
C -2.0423 0.5614 -0.1651 -0.2 0.0 0.0 0.166
C -3.4755 0.7462 0.2160 0.0 0.1 0.0 -1.027
H -2.0165 -1.5293 -0.1641 -0.2 -0.3 0.1 0.232
H -0.4399 -0.7202 -0.6187 0.2 0.0 -0.1 0.240
H -1.4800 1.4691 -0.3380 0.2 0.1 -0.1 0.282
H -3.5995 1.6144 0.8625 -0.1 0.0 0.1 0.291
H -4.0796 0.9162 -0.6775 -0.1 0.1 0.0 0.251
H -3.8626 -0.1354 0.7219 -0.1 0.0 0.0 0.306
```
Positions in Å, forces in eV/Å.

Output
Molecular weight, g mol⁻¹: 100.186
Energy relative to the best compared isomer or geometry (same formula, charge and spin), eV: 1.997
Spin multiplicity: 1
Gap between HOMO and LUMO, eV: 8.6
HOMO level, eV: -8.7
SMILES string: C=C=S.C=CC